Molecular formula: C3H9NO2
Method: DFT, ωB97M-V/def2-TZVPD

Values from the calculation:
F_max	2.98	eV Å⁻¹
structure (SMILES)	CC(N)=O.CO
E_HOMO	-9.65	eV
LUMO energy	0.0206	hartree
total charge	0
energy relative to the best compared isomer or geometry (same formula, charge and spin)	44.6	kcal per mole

```
15
Properties=species:S:1:pos:R:3:forces:R:3
H -0.448 0.521 -1.381 -0.900 2.146 1.593
H -1.378 1.313 2.372 2.233 -1.174 -0.522
H 1.183 0.140 -2.009 -2.140 -0.360 -0.304
H 0.224 0.089 2.253 -1.417 1.207 -0.022
H 0.731 -0.905 0.431 -0.808 -1.081 -0.884
N 0.117 -1.615 -0.029 -0.035 0.397 -2.245
O 0.138 1.611 0.870 0.509 1.398 0.387
H 0.337 2.595 0.759 -0.592 -2.073 0.897
H 0.300 -2.610 0.149 -0.015 0.888 0.160
O -0.568 -2.421 -2.126 0.300 1.339 1.226
C -0.218 1.138 2.197 -0.844 0.669 0.622
H 0.219 1.664 3.095 0.102 -0.041 -1.258
C -0.199 -1.453 -1.467 0.897 -2.208 1.061
H -0.478 0.031 -3.079 1.416 -0.477 1.896
C 0.040 -0.097 -2.036 1.293 -0.630 -2.606
```
Positions in Å, forces in eV/Å.